The following is a quantum chemistry calculation of a 2-piece molecular cluster, C13H21NO3S overall at a distorted geometry, from the OMol25 dataset.

Results
Total energy, a.u.: -1186.0949
HOMO, Eh: -0.3071
Spin multiplicity: 1
ΔE to the lowest compared entry with this formula, charge and spin, kcal/mol: 337.0
Frontier orbital gap, eV: 8.43
LUMO level, eV: 0.07

Last column: Löwdin charge in e.
Positions of all 39 atoms, in Å:
C1 3.752 -1.913 0.732  -0.071
H1 3.774 -1.080 -0.018  0.077
C2 2.170 -1.930 1.327  -0.197
C3 1.235 -2.082 0.156  -0.268
C4 -0.154 -2.070 0.556  -0.108
O1 -0.200 -0.697 1.292  -0.137
C5 -1.415 -0.382 1.766  -0.429
C6 -1.731 0.824 2.348  -0.169
H2 -1.046 0.862 3.246  0.134
C7 -1.204 2.020 1.321  -0.311
N1 -2.199 2.457 0.643  -0.135
S1 -2.672 1.506 -0.841  0.767
O2 -3.387 2.578 -1.900  -0.417
O3 -3.369 0.460 -0.512  -0.264
C8 -1.152 1.192 -1.765  -0.281
C9 -0.740 0.072 -2.123  -0.121
C10 0.400 -0.183 -2.923  -0.059
C11 1.370 0.774 -2.957  -0.018
C12 0.873 2.008 -2.449  -0.120
C13 -0.111 2.366 -1.774  -0.025
H3 -0.411 3.194 -1.535  0.029
H4 1.898 2.814 -2.451  0.189
H5 2.200 0.521 -3.311  0.036
H6 0.639 -1.184 -3.027  0.086
H7 -1.829 -0.950 -1.961  0.249
H8 -3.046 2.984 0.876  0.135
H9 -0.307 1.603 0.618  0.164
H10 -0.910 2.826 2.048  0.135
H11 -2.567 1.194 2.717  0.070
H12 -1.862 -1.127 2.554  0.147
H13 -2.414 -0.626 1.038  0.160
H14 -0.321 -2.881 1.488  0.190
H15 -0.909 -2.135 0.021  0.007
H16 1.472 -1.302 -0.629  0.116
H17 1.429 -3.060 -0.366  0.143
H18 2.081 -1.043 2.029  0.117
H19 2.117 -2.938 1.930  0.130
H20 4.050 -2.732 0.285  -0.019
H21 4.494 -1.940 1.551  0.068

***

The following is a quantum chemistry calculation of an isolated molecule of C13H21NO4S, from the OMol25 dataset.

Results
Total energy, a.u.: -1261.8262
HOMO, Eh: -0.3171
Spin multiplicity: 1
ΔE to the lowest compared entry with this formula, charge and spin, kcal/mol: 0.0
Frontier orbital gap, eV: 9.21
LUMO level, eV: 0.58

Last column: Löwdin charge in e.
Positions of all 40 atoms, in Å:
C1 -3.973 -2.463 0.978  -0.075
O1 -3.899 -1.216 0.330  -0.056
C2 -2.796 -0.452 0.516  -0.191
C3 -1.697 -0.808 1.283  0.004
C4 -0.615 0.055 1.408  -0.069
C5 -0.643 1.265 0.759  -0.290
S1 0.757 2.374 0.849  0.649
O2 0.294 3.726 0.727  -0.292
O3 1.559 2.014 1.979  -0.284
N1 1.621 2.079 -0.550  -0.127
C6 1.992 0.708 -0.852  -0.237
C7 3.186 0.301 0.010  -0.171
C8 3.544 -1.190 -0.051  -0.428
C9 3.801 -1.662 -1.481  -0.083
C10 2.484 -2.061 0.620  -0.079
C11 -1.726 1.650 -0.016  0.006
C12 -2.817 0.807 -0.140  -0.188
O4 -3.936 1.076 -0.855  -0.057
C13 -4.037 2.331 -1.486  -0.071
H1 -3.179 -3.138 0.645  0.098
H2 -4.939 -2.879 0.698  0.096
H3 -3.927 -2.354 2.066  0.099
H4 -1.672 -1.757 1.794  0.109
H5 0.238 -0.199 2.015  0.109
H6 1.177 2.570 -1.309  0.104
H7 2.255 0.658 -1.911  0.123
H8 1.141 0.035 -0.674  0.103
H9 2.965 0.579 1.040  0.091
H10 4.047 0.891 -0.309  0.121
H11 4.476 -1.309 0.514  0.133
H12 4.520 -1.014 -1.976  0.078
H13 4.200 -2.674 -1.478  0.076
H14 2.880 -1.666 -2.060  0.074
H15 2.309 -1.726 1.639  0.075
H16 1.543 -2.025 0.076  0.069
H17 2.815 -3.097 0.652  0.076
H18 -1.693 2.623 -0.477  0.110
H19 -3.267 2.458 -2.254  0.098
H20 -5.019 2.343 -1.955  0.096
H21 -3.967 3.151 -0.765  0.101

***

The following is a quantum chemistry calculation of an isolated molecule of C13H21NOS, from the OMol25 dataset.

Results
Total energy, a.u.: -1036.1574
HOMO, Eh: -0.3368
Spin multiplicity: 1
ΔE to the lowest compared entry with this formula, charge and spin, kcal/mol: 0.0
Frontier orbital gap, eV: 9.73
LUMO level, eV: 0.57

Last column: Löwdin charge in e.
Positions of all 37 atoms, in Å:
C1 2.681 3.371 -0.013  -0.116
C2 2.550 1.874 -0.271  -0.276
C3 1.136 1.502 -0.713  -0.217
C4 0.967 0.019 -1.047  -0.164
C5 1.119 -0.913 0.170  -0.324
C6 2.461 -1.655 0.148  -0.230
C7 2.838 -2.274 1.490  -0.101
C8 -0.046 -1.912 0.220  -0.146
N1 -1.309 -1.244 0.420  0.052
C9 -2.285 -1.217 -0.515  -0.526
O1 -2.227 -1.832 -1.565  0.064
C10 -3.460 -0.395 -0.174  -0.431
C11 -4.596 -0.288 -0.926  -0.101
C12 -5.555 0.577 -0.363  -0.177
C13 -5.139 1.123 0.809  -0.408
S1 -3.569 0.593 1.251  1.039
H1 3.692 3.619 0.302  0.067
H2 1.992 3.686 0.768  0.071
H3 2.455 3.935 -0.915  0.071
H4 3.259 1.578 -1.048  0.111
H5 2.807 1.332 0.641  0.101
H6 0.884 2.088 -1.600  0.114
H7 0.428 1.779 0.072  0.113
H8 -0.024 -0.116 -1.483  0.103
H9 1.692 -0.261 -1.814  0.119
H10 1.074 -0.308 1.084  0.134
H11 2.424 -2.434 -0.616  0.118
H12 3.244 -0.950 -0.137  0.101
H13 2.132 -3.045 1.787  0.062
H14 3.824 -2.729 1.428  0.070
H15 2.863 -1.513 2.268  0.074
H16 0.105 -2.631 1.031  0.119
H17 -0.124 -2.454 -0.725  0.133
H18 -1.402 -0.677 1.248  0.098
H19 -4.721 -0.823 -1.850  0.120
H20 -6.511 0.784 -0.809  0.103
H21 -5.657 1.811 1.449  0.062

***

The following is a quantum chemistry calculation of C13H22As2BeN2STe4 as an isolated structure, from the OMol25 dataset.

Results
Total energy, a.u.: -6574.7352
HOMO, Eh: -0.2311
Spin multiplicity: 1
ΔE to the lowest compared entry with this formula, charge and spin, kcal/mol: 8.7
Frontier orbital gap, eV: 6.22
LUMO level, eV: -0.07

Last column: Löwdin charge in e.
Positions of all 45 atoms, in Å:
Be1 1.692 0.288 0.542  -0.701
C1 -3.160 -1.112 0.923  -0.313
As1 -1.796 0.123 0.245  0.914
C2 -2.951 1.719 0.185  -0.305
C3 -1.775 -0.242 -1.688  -0.410
C4 -2.824 -0.875 -2.350  -0.106
C5 -2.857 -0.929 -3.737  -0.080
C6 -1.851 -0.325 -4.474  -0.081
C7 -0.790 0.286 -3.822  -0.115
C8 -0.721 0.315 -2.431  -0.378
As2 0.886 1.053 -1.526  1.028
C9 0.704 2.952 -1.884  -0.271
C10 2.308 0.575 -2.795  -0.291
H1 -4.145 -0.889 0.512  0.023
H2 -3.186 -0.989 2.004  0.019
H3 -2.902 -2.140 0.674  0.023
H4 -3.776 1.586 -0.514  0.028
H5 -2.359 2.587 -0.102  0.010
H6 -3.340 1.882 1.190  0.025
H7 -3.629 -1.323 -1.781  0.092
H8 -3.675 -1.429 -4.240  0.105
H9 -1.886 -0.336 -5.555  0.105
H10 -0.007 0.742 -4.415  0.090
H11 0.634 3.102 -2.960  0.034
H12 1.578 3.462 -1.483  0.006
H13 -0.199 3.331 -1.411  0.023
H14 1.914 0.390 -3.792  0.012
H15 2.805 -0.326 -2.440  0.020
H16 3.027 1.392 -2.842  0.023
Te1 3.619 1.679 0.394  0.192
Te2 4.299 1.912 3.000  0.009
Te3 1.883 1.988 4.305  0.053
Te4 0.144 1.156 2.252  0.217
S1 1.579 -1.820 0.335  0.647
C11 1.770 -1.892 2.048  -0.861
N1 2.784 -1.351 2.702  0.004
C12 2.642 -1.462 4.153  -0.182
C13 1.233 -2.086 4.291  -0.120
N2 0.895 -2.402 2.901  0.037
H17 3.554 -0.896 2.232  0.048
H18 2.691 -0.474 4.607  -0.050
H19 3.425 -2.099 4.564  0.122
H20 0.522 -1.361 4.687  0.098
H21 1.227 -2.982 4.908  0.116
H22 0.017 -2.778 2.590  0.141